Model P:
C3H2FGaO | wB97M-V/def2-TZVPD

Structure (ORCA input):
```
! RIJCOSX wB97M-V def2-TZVPD def2/J DEFGRID3
* xyz 0 1
H -1.31055 0.53677 -1.23168
O 0.75626 0.98577 0.12154
C -1.29968 -0.20656 -0.43104
C -0.25771 -1.02289 -0.14443
C 0.98631 -0.28001 0.11022
F -2.52930 -0.41122 0.08179
H -0.40700 -2.02914 0.25172
Ga 2.75460 0.63661 0.17786
*
```

As for the LUMO energy: -0.41 eV.

=====

Model Q:
C3H2FGaO | wB97M-V/def2-TZVPD

Structure (ORCA input):
```
! RIJCOSX wB97M-V def2-TZVPD def2/J DEFGRID3
* xyz 0 1
H -1.36309 0.66643 -1.03439
O 0.96241 1.00566 0.04713
C -1.37846 -0.24918 -0.44006
C -0.30690 -0.94139 -0.04035
C 1.00916 -0.25970 0.01096
F -2.63008 -0.69116 -0.22768
H -0.41372 -1.96029 0.33799
Ga 2.84294 0.52487 -0.05770
*
```

As for the LUMO energy: -0.21 eV.

=====

Calculated relative energies: model P 0.699; model Q 0.000, given in eV

=====

Model P:
C18H11F10FeN3O | wB97M-V/def2-TZVPD

Structure (ORCA input):
```
! RIJCOSX wB97M-V def2-TZVPD def2/J DEFGRID3
* xyz 1 6
Fe 0.38995 0.09431 -0.09311
C -1.99980 1.61995 0.35515
N -1.87698 0.15529 0.22696
C -2.17064 -0.58126 1.46338
C -1.05920 -1.58008 1.77671
N 0.19664 -0.86743 1.61795
C 1.12294 -0.85581 2.64380
C 1.84316 0.31279 2.91112
F 1.53669 1.41981 2.18173
C 2.81243 0.41671 3.88244
F 3.45665 1.56463 4.07533
C 3.09799 -0.68379 4.66658
F 4.03845 -0.61783 5.60262
C 2.39412 -1.85221 4.46024
F 2.66824 -2.92132 5.19992
C 1.42471 -1.92953 3.47693
F 0.80659 -3.10544 3.28505
C -2.54265 -0.36084 -0.96025
C -1.93582 -1.69065 -1.37026
N -0.49380 -1.52021 -1.44070
C 0.27125 -2.43989 -2.03146
C -0.09307 -3.77532 -2.37277
F -1.30332 -4.22736 -2.08902
C 0.80087 -4.64543 -2.94780
F 0.43435 -5.88302 -3.22476
C 2.09978 -4.23748 -3.23499
F 2.94501 -5.07612 -3.77641
C 2.50320 -2.92963 -2.94812
F 3.72564 -2.53131 -3.24620
C 1.60859 -2.08218 -2.36837
F 1.98158 -0.81847 -2.12796
H -3.03709 1.95238 0.47654
H -1.43479 1.95890 1.22275
H -1.60644 2.10478 -0.54214
H -2.21493 0.13426 2.28290
H -3.13757 -1.09266 1.40856
H -1.21697 -1.94161 2.79222
H -1.10426 -2.44848 1.11387
H -3.61957 -0.47658 -0.80260
H -2.39157 0.35212 -1.77268
H -2.20917 -2.48273 -0.67067
H -2.33664 -1.98341 -2.34222
O 3.54844 0.10702 0.31004
C 2.60266 0.59270 -0.02517
*
```

As for the LUMO energy (alpha / beta): -3.22 / -5.89 eV. As for the expectation value of S²: 8.81.

=====

Model Q:
C18H11F10FeN3O | wB97M-V/def2-TZVPD

Structure (ORCA input):
```
! RIJCOSX wB97M-V def2-TZVPD def2/J DEFGRID3
* xyz 1 6
Fe -0.02833 -0.58602 -1.13220
C 2.58724 -1.70830 -1.98070
N 2.11907 -0.57779 -1.15241
C 2.54001 -0.75211 0.27454
C 1.40180 -0.44327 1.25699
N 0.19244 -1.05615 0.70449
C -0.49455 -1.94762 1.52752
C -0.88100 -3.20301 1.06389
F -0.55767 -3.56533 -0.19838
C -1.58060 -4.11018 1.83796
F -1.91850 -5.29239 1.33535
C -1.90784 -3.78400 3.14559
F -2.57716 -4.64068 3.90366
C -1.53762 -2.54366 3.64732
F -1.86418 -2.20445 4.88754
C -0.85430 -1.64859 2.84326
F -0.56455 -0.43899 3.34207
C 2.52302 0.70341 -1.74130
C 1.71275 1.85108 -1.16583
N 0.28711 1.53428 -1.25310
C -0.62655 2.49483 -1.08825
C -0.41036 3.81450 -0.58237
F 0.79805 4.19856 -0.19333
C -1.43876 4.71477 -0.42855
F -1.20472 5.91633 0.06423
C -2.74025 4.35707 -0.77718
F -3.71631 5.21849 -0.63438
C -3.00765 3.07959 -1.27541
F -4.24107 2.75314 -1.61420
C -1.97693 2.19112 -1.41681
F -2.23818 0.98008 -1.91876
H 3.67927 -1.73808 -2.05067
H 2.24312 -2.64264 -1.54078
H 2.18799 -1.61584 -2.99159
H 2.80554 -1.80154 0.39535
H 3.44160 -0.16419 0.47086
H 1.66390 -0.84908 2.23556
H 1.27147 0.63366 1.40287
H 3.59211 0.88873 -1.59371
H 2.34857 0.64699 -2.81770
H 1.99077 2.04305 -0.12681
H 1.93374 2.76155 -1.72469
O -2.99894 -1.89367 -1.35728
C -1.95355 -1.57365 -1.58263
*
```

As for the LUMO energy (alpha / beta): -2.87 / -6.05 eV. As for the expectation value of S²: 8.81.

=====

Calculated relative energies: model P 0.502; model Q 0.000, given in eV

=====

Model P:
C3H13NO3 | wB97M-V/def2-TZVPD

Structure (ORCA input):
```
! RIJCOSX wB97M-V def2-TZVPD def2/J DEFGRID3
* xyz 0 1
C -1.64064 -2.39275 0.53402
C -0.62271 -1.99801 1.31116
C -0.55135 -0.48740 1.43090
N 0.43902 0.15047 2.29023
H -1.73475 -3.45495 0.35154
H -2.34235 -1.64068 0.21250
H 0.00932 -2.70505 1.82761
H -0.40608 -0.03431 0.43578
H -1.50158 0.05821 1.53084
H 0.22216 0.10696 3.28260
H 1.31287 -0.35400 2.30659
O 4.25810 3.08722 -1.57589
H 3.69070 3.60970 -2.10169
H 5.11483 3.49113 -1.74852
O -2.11226 -3.43651 -3.34514
H -2.02953 -3.16013 -4.26657
H -1.23152 -3.10532 -3.11245
O -0.30271 3.92077 -0.14406
H -0.62294 4.78414 0.10364
H 0.05141 3.56052 0.67691
*
```

As for the LUMO energy: 0.88 eV.

=====

Model Q:
C3H13NO3 | wB97M-V/def2-TZVPD

Structure (ORCA input):
```
! RIJCOSX wB97M-V def2-TZVPD def2/J DEFGRID3
* xyz 0 1
C -1.84511 -1.22700 -2.33290
N -0.49786 -0.94276 -1.88251
C -0.23469 -1.50836 -0.57671
C 0.85732 -0.70363 0.22622
O 1.42910 0.26495 -0.58212
H -2.55848 -0.73649 -1.70549
H -2.09701 -2.29445 -2.33293
H -2.03544 -0.81277 -3.31666
H 0.20302 -1.32720 -2.50053
H -1.12963 -1.41822 0.04796
H 0.10388 -2.53701 -0.60182
H 0.46825 -0.16136 1.09082
H 1.62209 -1.37619 0.59277
H 0.74224 0.60303 -1.16708
O 2.32913 2.27103 2.84642
H 2.30686 3.21050 3.04544
H 1.74255 2.15462 2.09016
O -1.81183 1.18762 1.56100
H -2.26008 1.47153 2.35736
H -1.56828 0.25814 1.62537
*
```

As for the LUMO energy: 0.69 eV.

=====

Calculated relative energies: model P 0.812; model Q 0.000, given in eV

=====

Model P:
C3H13NO3 | wB97M-V/def2-TZVPD

Structure (ORCA input):
```
! RIJCOSX wB97M-V def2-TZVPD def2/J DEFGRID3
* xyz 0 1
N 2.02120 1.86835 0.49820
C 1.49631 1.05988 -0.62412
C 0.04739 0.66700 -0.38818
C -0.60138 0.07639 -1.62558
O -2.04801 0.21408 -1.57106
H 2.29855 1.23243 1.23895
H 2.88413 2.30750 0.19643
H 2.09790 0.15097 -0.76871
H 1.44852 1.67270 -1.51886
H -0.12164 0.00746 0.47842
H -0.54411 1.54605 -0.12885
H -0.39919 0.67467 -2.51933
H -0.39633 -0.98728 -1.75061
H -2.35503 -0.13461 -0.72053
O -3.81325 1.63429 0.47472
H -2.90548 1.63303 0.79399
H -4.13690 2.50683 0.71768
O 1.83567 -5.32990 2.74982
H 2.26296 -5.68685 1.96260
H 0.92868 -5.11299 2.50502
*
```

As for the LUMO energy: 0.59 eV.

=====

Model Q:
C3H13NO3 | wB97M-V/def2-TZVPD

Structure (ORCA input):
```
! RIJCOSX wB97M-V def2-TZVPD def2/J DEFGRID3
* xyz 0 1
C 1.34762 -0.16006 -2.31948
C 0.63144 0.05338 -1.07886
C 1.04210 0.90427 0.02339
N 0.64548 0.50870 1.36902
H 0.81109 -0.22917 -3.30406
H 1.95336 -1.10822 -2.34191
H 2.08112 0.65597 -2.44310
H -0.31088 -0.48799 -0.83389
H 1.81367 1.58381 -0.29458
H 1.53065 0.24062 1.81771
H -0.00660 -0.23518 1.39424
O 0.30585 -3.18113 0.84689
H 0.04200 -3.28180 -0.05280
H -0.57926 -3.54408 1.32570
O -1.62867 2.29271 1.63779
H -0.78877 1.92155 1.74456
H -1.56125 3.22264 1.91803
O -2.32178 -0.09865 0.29090
H -2.84350 0.23434 -0.52784
H -2.16367 0.70827 0.82830
*
```

As for the LUMO energy: 0.78 eV.

=====

Model R:
C3H13NO3 | wB97M-V/def2-TZVPD

Structure (ORCA input):
```
! RIJCOSX wB97M-V def2-TZVPD def2/J DEFGRID3
* xyz 0 1
C 0.94483 -0.75500 1.62437
C 1.57276 -0.97393 0.25919
C 0.58035 -1.72502 -0.64144
O 0.61917 -1.38220 -1.84689
N 0.96906 0.59640 1.89970
H -0.02908 -1.17626 1.63565
H 1.49981 -1.26520 2.41856
H 1.68022 -0.04842 -0.20743
H 2.53167 -1.48978 0.35936
H 0.57012 -2.85549 -0.54125
H -0.44710 -1.34413 -0.16938
H -1.90423 -0.56254 -1.84299
H 0.83665 0.78560 2.82419
H 0.22685 1.09167 1.21644
H -1.80932 0.67858 -0.89911
H -1.49549 3.47102 -2.93180
O -2.43168 0.03691 -1.29850
H -2.09964 3.25270 -2.69877
H -0.87759 2.33091 0.44115
O -0.93736 1.33418 0.39894
*
```

As for the LUMO energy: -4.66 eV.

=====

Calculated relative energies: model P 0.000; model Q 1.154; model R 7.967, given in eV